103
Properties=species:S:1:pos:R:3:mulliken_charge:R:1 method="wB97M-V/def2-TZVPD" max_force_ev_per_a=4.397 total_charge=-2 homo_ev="-0.49 / -0.49" lumo_energy_ev="3.746 / 3.746" e_above_lowest_kcal_mol=19.7 gap_ev="4.23 / 4.23" e_tot_ev=-172275.47015
Mo -1.190 0.394 -0.006 -3.479
C -2.947 -1.756 -2.457 -1.142
Si -3.274 -0.713 -0.853 1.050
C -4.562 -1.831 0.075 -1.527
C -4.345 0.640 -1.712 0.252
C -5.702 0.486 -1.963 -0.628
C -6.410 1.396 -2.727 -0.587
C -5.748 2.482 -3.271 -0.779
C -4.400 2.657 -3.010 -0.400
C -3.683 1.757 -2.232 0.038
Si -1.825 2.045 -1.784 0.876
C -1.945 3.888 -1.169 -1.323
C -0.989 2.268 -3.527 -1.327
H -3.829 -1.829 -3.091 0.724
H -2.633 -2.763 -2.203 0.132
H -2.149 -1.297 -3.034 -0.039
H -5.170 -2.401 -0.627 0.424
H -5.227 -1.247 0.707 0.390
H -4.050 -2.543 0.715 0.187
H -6.224 -0.367 -1.550 0.270
H -7.470 1.257 -2.913 0.369
H -6.281 3.194 -3.893 0.325
H -3.894 3.517 -3.434 0.224
H -2.426 4.538 -1.897 0.426
H -0.965 4.301 -0.950 0.191
H -2.528 3.938 -0.251 0.254
H -1.639 2.805 -4.215 0.431
H -0.755 1.302 -3.969 0.240
H -0.059 2.826 -3.448 0.293
Cl 2.626 -0.207 0.715 -0.001
C 3.045 1.144 -0.338 -0.286
Cl 1.886 1.264 -1.682 0.021
H 4.040 0.965 -0.740 0.580
H 2.988 2.057 0.252 -0.279
C 3.454 5.252 5.894 -0.687
C 3.028 6.690 6.032 0.683
O 2.883 7.284 7.097 -0.593
S 2.723 7.510 4.465 -0.167
C 1.968 6.223 3.489 -0.513
C 0.684 5.772 3.805 -0.418
C 0.130 4.718 3.123 -0.086
C 0.844 4.054 2.101 0.523
C 2.126 4.542 1.776 -0.340
C 2.673 5.605 2.454 -0.489
C 0.286 2.942 1.452 -0.176
C -0.214 1.956 0.913 -0.160
H 3.654 4.836 6.881 0.335
H 4.358 5.194 5.283 0.282
H 2.684 4.654 5.406 0.020
H 0.135 6.267 4.594 0.420
H -0.877 4.393 3.359 0.421
H 2.676 4.072 0.968 0.412
H 3.658 5.973 2.195 0.420
C 0.533 -1.948 2.896 -1.104
N 0.263 -0.752 3.651 0.272
C 1.341 -0.017 4.281 -0.680
C 0.804 1.422 4.399 0.222
N -0.562 1.331 3.908 -0.187
C -0.737 0.109 3.286 -0.034
S -2.100 -0.301 2.403 -0.388
H 1.596 -2.178 2.949 0.551
H 0.251 -1.800 1.842 -0.028
H -0.036 -2.784 3.308 0.240
H 2.251 -0.060 3.670 0.344
H 1.559 -0.454 5.264 0.249
H 1.396 2.118 3.797 -0.104
H 0.800 1.778 5.434 0.343
H -0.887 2.119 3.352 0.157
C -0.141 -1.005 -0.654 3.008
Ge 0.765 -2.487 -1.452 1.201
C 2.320 -3.402 -0.533 0.035
C 3.614 -3.431 -1.035 -0.105
C 4.617 -4.148 -0.407 -0.750
C 4.343 -4.862 0.750 -0.449
C 3.053 -4.858 1.256 -0.755
C 2.060 -4.140 0.617 -0.138
C -0.469 -4.060 -1.348 0.141
C -1.418 -4.046 -0.334 0.069
C -2.246 -5.129 -0.105 -0.731
C -2.143 -6.256 -0.905 -0.584
C -1.199 -6.287 -1.918 -0.603
C -0.363 -5.203 -2.125 -0.649
C 1.412 -2.246 -3.332 -0.069
C 0.708 -2.733 -4.427 -0.027
C 1.146 -2.510 -5.719 -0.678
C 2.303 -1.781 -5.950 -0.450
C 3.003 -1.264 -4.871 -0.956
C 2.556 -1.493 -3.584 -0.244
H 3.843 -2.899 -1.948 0.255
H 5.619 -4.149 -0.822 0.382
H 5.128 -5.418 1.251 0.346
H 2.826 -5.421 2.154 0.369
H 1.050 -4.168 1.005 0.379
H -1.518 -3.150 0.267 0.158
H -2.976 -5.089 0.693 0.391
H -2.797 -7.106 -0.742 0.324
H -1.117 -7.166 -2.549 0.351
H 0.383 -5.252 -2.911 0.331
H -0.206 -3.288 -4.261 0.351
H 0.586 -2.903 -6.559 0.402
H 2.646 -1.599 -6.961 0.353
H 3.900 -0.677 -5.035 0.380
H 3.096 -1.061 -2.753 0.317


113
Properties=species:S:1:pos:R:3:mulliken_charge:R:1 method="wB97M-V/def2-TZVPD" max_force_ev_per_a=1.375 total_charge=-2 homo_ev=-1.93 lumo_energy_ev=3.745 e_above_lowest_kcal_mol=2.3 gap_ev=5.67 e_tot_ev=-198499.19304
K -0.842 0.847 -0.915 0.997
C -4.849 -1.490 0.294 -0.469
O -5.588 -0.279 0.399 -0.544
C -5.038 0.636 1.274 0.339
C -5.802 1.060 2.336 -0.387
C -5.336 2.048 3.213 -0.833
C -4.084 2.585 2.986 -0.580
C -3.266 2.165 1.929 0.238
C -1.946 2.779 1.841 -1.755
N -0.930 2.310 1.217 0.793
N 0.239 3.034 1.451 -0.386
C 1.244 2.648 0.684 -0.926
O 1.238 1.862 -0.299 -0.164
C 2.572 3.219 1.119 0.201
C 2.678 4.425 1.809 -0.213
C 3.917 4.897 2.214 -0.632
C 5.068 4.164 1.948 -0.526
C 4.967 2.960 1.265 -1.253
C 3.728 2.494 0.845 0.446
C -3.729 1.172 0.996 0.596
O -3.068 0.788 -0.012 -0.294
H -5.304 -2.060 -0.516 0.190
H -4.919 -2.063 1.227 0.315
H -3.799 -1.294 0.070 0.036
H -6.783 0.614 2.464 0.390
H -5.946 2.382 4.043 0.325
H -3.699 3.353 3.653 0.328
H -1.802 3.696 2.427 0.245
H 1.770 4.973 2.025 0.372
H 3.988 5.842 2.743 0.377
H 6.037 4.532 2.268 0.366
H 5.858 2.380 1.048 0.431
H 3.643 1.559 0.306 0.759
N -1.399 -5.720 -0.014 -0.924
N -0.900 -4.431 -0.177 1.065
N 0.364 -4.181 -0.425 -0.810
C 0.350 -2.853 -0.473 -0.376
N -0.877 -2.352 -0.258 0.811
N -1.664 -3.373 -0.069 -0.620
H -1.334 -6.181 -0.917 0.245
H -2.384 -5.588 0.196 0.326
H 1.231 -2.255 -0.655 0.488
Cl -2.809 -0.800 5.588 -0.257
C -2.877 -0.592 3.816 1.095
Cl -2.131 -1.937 2.964 -0.133
H -2.335 0.312 3.574 -0.883
H -3.919 -0.506 3.529 0.077
C 1.703 1.796 4.730 -0.480
C 0.328 1.473 4.186 -0.272
N 0.399 0.392 3.217 0.430
C 1.473 -0.441 3.042 0.171
N 1.495 -1.218 2.012 -0.188
C 2.550 -2.209 1.965 -0.678
C 3.866 -1.648 2.476 -0.384
C 3.656 -1.198 3.909 -0.794
N 2.445 -0.407 4.030 0.363
C 2.341 0.490 5.163 -0.920
H 1.626 2.488 5.571 0.443
H 2.309 2.262 3.948 0.040
H -0.092 2.346 3.692 0.035
H -0.331 1.188 5.019 0.323
H -0.132 0.537 2.366 -0.364
H 2.669 -2.550 0.936 0.146
H 2.273 -3.093 2.562 0.415
H 4.151 -0.799 1.850 -0.026
H 4.669 -2.389 2.431 0.442
H 4.496 -0.582 4.247 0.471
H 3.611 -2.075 4.572 0.244
H 3.349 0.653 5.551 0.498
H 1.748 0.040 5.973 0.229
C -3.530 -2.988 -2.979 -1.277
Te -2.126 -1.443 -3.584 0.215
C -3.816 -0.195 -3.167 -0.362
C -5.027 -1.051 -3.393 0.792
C -6.276 -0.506 -3.667 -0.720
C -7.378 -1.323 -3.882 -0.551
C -7.239 -2.701 -3.819 -0.515
C -5.997 -3.253 -3.532 -0.672
C -4.888 -2.442 -3.315 0.424
H -3.433 -3.144 -1.903 0.263
H -3.331 -3.931 -3.491 0.590
H -3.776 0.672 -3.822 0.620
H -3.753 0.139 -2.127 -0.315
H -6.382 0.571 -3.713 0.429
H -8.344 -0.882 -4.100 0.368
H -8.093 -3.346 -3.991 0.369
H -5.884 -4.331 -3.477 0.389
N 3.053 -0.699 -0.834 -0.226
S 2.388 0.033 -2.071 1.052
C 2.820 -1.047 -3.436 0.390
C 2.401 -0.702 -4.715 -0.427
C 2.678 -1.564 -5.765 -0.788
C 3.359 -2.754 -5.537 -0.415
C 3.757 -3.091 -4.251 -0.729
C 3.480 -2.238 -3.189 -0.166
C 3.433 1.421 -2.567 0.035
C 2.821 2.560 -3.065 0.078
C 3.615 3.652 -3.392 -0.749
C 4.989 3.598 -3.210 -0.439
C 5.585 2.449 -2.700 -0.724
C 4.802 1.354 -2.374 -0.241
H 2.455 -0.441 -0.042 -0.582
H 1.822 0.203 -4.873 0.289
H 2.337 -1.313 -6.762 0.406
H 3.564 -3.427 -6.361 0.359
H 4.272 -4.027 -4.068 0.396
H 3.757 -2.471 -2.169 0.370
H 1.743 2.582 -3.185 0.301
H 3.152 4.554 -3.774 0.422
H 5.601 4.459 -3.452 0.358
H 6.657 2.416 -2.546 0.393
H 5.227 0.457 -1.937 0.374
Br -0.632 1.353 -4.242 -0.810